(1)
# C26H48FI2N3O10P

A cluster of 3 separate species, C26H48FI2N3O10P in total at a distorted geometry (wB97M-V/def2-TZVPD, the Open Molecules 2025 dataset).

Its total energy is -80892.3982 eV. As for the frontier orbital gap: 6.315 eV. For the highest occupied orbital energy, the calculation gives -0.1687 hartree. The value obtained for the LUMO energy is 1.7 eV.

```
! wB97M-V def2-TZVPD RIJCOSX def2/J DEFGRID3
* xyz -1 1
H -4.51479 4.30295 -1.31105
C -10.27812 1.13774 -1.36803
H 8.32515 4.40883 1.38989
O 7.00356 -0.83991 0.98444
H 4.15023 -5.42758 0.87757
H 3.67266 -2.67382 2.18070
H 3.24146 -2.83429 -0.11778
H 8.57186 -2.53566 -0.63814
C 8.44733 3.70883 2.25340
C 4.39821 1.52843 2.01023
H 1.94813 -5.64300 1.29101
C -14.42902 -0.46240 -2.75488
H -10.88006 2.74310 -2.68572
C -3.69759 3.82323 -1.85015
C 2.18406 1.29200 0.55359
C 3.77417 -4.86670 1.78297
H -13.98579 -1.18005 -3.44568
N 5.85100 -0.44625 2.99336
F 7.17833 -5.16365 -1.33626
H -2.78045 3.95848 -1.27963
C -10.33391 2.60287 -1.75133
H 2.05813 -5.15169 2.83961
H 5.09426 -0.14121 3.60282
I 7.14342 2.43258 4.63201
O 6.62009 -3.32572 -2.54304
O 4.53928 -0.73503 0.71647
H -6.27874 1.40558 -5.06314
H -7.17874 -0.11403 -5.19146
O 5.68091 -3.41868 2.20682
I 8.09542 1.98371 -0.40797
H -9.32784 3.00759 -1.87530
O -3.92050 2.41969 -1.98318
C 4.36224 -3.38688 1.65968
C 7.11308 2.82188 2.46310
O -11.97881 0.37065 -3.29784
C -1.80025 -1.03524 1.54056
H 2.33615 1.68836 2.67312
C 7.06048 -3.78035 -1.54755
H -2.62985 -1.74704 1.35996
H -14.74293 0.43726 -3.28592
H -9.69120 1.02247 -0.45573
H 4.27314 -5.33703 2.67532
C -5.10362 2.10534 -2.51896
O -5.96089 2.88699 -2.84993
C -12.32367 0.29757 -2.14563
C -1.06061 -1.01261 2.84789
N -0.15943 0.62999 1.33762
H 4.64140 -3.89615 -0.50612
H -15.30338 -0.91966 -2.29478
C 6.66939 -1.57695 -0.17232
C -6.36314 0.26284 -3.22920
O -13.51891 -0.12194 -1.71004
H -9.79300 0.53938 -2.14201
C -6.30711 0.36347 -4.74050
H 6.76983 -0.31787 3.40908
C 2.91150 1.02300 1.94993
H 8.52993 4.37078 3.16641
H 4.55651 1.89051 3.06921
H -6.43424 -0.78584 -2.93684
H -1.64237 0.16216 -0.32508
C 5.07341 -1.65780 -0.24181
H 6.11678 -4.21430 1.85399
O -11.59023 0.63578 -1.08041
H 2.72309 2.10443 -0.00477
C 0.66984 1.70406 0.76642
H 4.81519 -1.46908 -1.31880
H 7.65484 -3.46035 0.58037
N 2.28458 -4.87988 1.88127
H -5.40286 -0.11467 -5.12259
H 4.47115 2.46866 1.37896
H 0.66836 0.36393 3.30749
H -10.85681 3.17932 -0.98522
P 5.74599 0.34737 1.37780
H 0.57346 2.67813 1.31378
H 6.29485 3.52112 2.16679
H 8.08570 0.90209 2.06967
H 9.35398 3.06281 2.19931
C -0.11230 0.03704 2.59117
H -1.16192 -1.61812 3.76624
H -7.24217 0.77062 -2.82613
H -3.56811 4.27656 -2.83386
H 2.18530 0.32744 -0.01693
H 0.24924 1.89456 -0.26413
O -5.16284 0.77424 -2.64040
H 7.01819 -0.91036 -1.01759
H 2.73423 -0.01305 2.33339
C 7.52711 -2.87686 -0.37361
C 7.27630 1.52537 1.58973
C 4.33436 -3.01122 0.11412
H 5.69018 0.92226 0.03878
C -1.23126 -0.02110 0.69140
*
```

(2)
# C26H49AsIrN4OP2

A structure of composition C26H49AsIrN4OP2 at a distorted geometry (wB97M-V/def2-TZVPD, the Open Molecules 2025 dataset).

Its total energy is -117977.6643 eV. As for the frontier orbital gap (alpha / beta): 4.362 / 3.216 eV. For the highest occupied orbital energy (alpha / beta), the calculation gives -0.6851 / -0.6848 hartree. As for the expectation value of S²: 0.795. The value obtained for the LUMO energy (alpha / beta) is -14.3 / -15.4 eV.

```
! wB97M-V def2-TZVPD RIJCOSX def2/J DEFGRID3
* xyz 4 2
C -2.39826 0.76026 -3.36695
H 0.36909 4.62553 1.46833
C 1.98065 -2.69207 3.21431
H 2.81927 -2.94550 -2.35852
C 0.47848 0.18939 2.27061
H 2.97866 1.31282 2.35827
H 3.58310 -2.46622 -3.87311
C 3.41993 -2.79620 1.17196
As 2.03593 -0.63595 -3.13979
H -0.81558 -1.34203 5.69068
H 2.05438 4.99861 1.17246
C -2.30022 0.14730 6.09574
H 1.72004 5.01970 -1.40052
H -4.78915 -2.06010 -3.00710
H 4.17107 -1.78856 -2.35171
H -3.71707 1.74661 6.26468
H 3.39981 3.47873 -0.62229
C -0.19824 1.37114 1.78164
C 0.92084 4.29823 -1.22617
C 2.03949 -2.42223 1.72100
C 1.32061 3.40626 -0.05651
C 3.23189 0.27116 2.16597
C -0.87379 0.15665 4.15926
H -4.57834 -3.67842 -2.33531
H 0.38085 -0.42868 -5.05146
C -4.48619 0.32127 -2.21856
H 0.80203 3.73088 -2.14933
H -3.21726 -3.72635 -0.12514
H 3.39568 -0.21145 3.13157
H 2.54394 2.06078 -1.23980
H -5.28894 -2.42703 -1.34346
H -2.40955 2.09104 -0.06742
C -2.56284 -3.37254 -0.92218
H -3.06196 2.81449 4.11882
H 1.08863 -4.22077 0.99529
H 3.58661 0.21518 -4.90304
P 0.00623 2.01484 0.05858
Ir 0.76075 -0.09769 -0.96621
H -2.39251 -4.21804 -1.59478
H -4.88417 -0.14287 -1.32128
H -1.61322 -3.04670 -0.51036
H -2.95385 0.87955 -4.30159
H 4.15023 0.21853 1.58212
H 3.02262 2.15968 0.46877
H 2.87061 -2.33874 3.73171
H 1.91907 -3.76988 3.37721
H 4.22087 -2.37366 1.77424
H -1.75051 3.61769 0.55245
H -4.49122 1.40666 -2.09463
N -1.14122 1.85996 2.52054
C 2.65005 2.72974 -0.37431
C 3.27905 -2.11251 -2.88567
H -0.04333 -2.94672 1.43707
H -1.64747 3.25423 -1.18185
N -3.14167 -0.10664 -2.49316
C -2.50330 -1.17390 -1.91195
H -2.27499 1.75653 -2.93606
C 0.92175 -3.14436 0.96958
H 1.37132 -1.88281 -5.23345
C -1.61041 2.82221 -0.18234
C -2.92819 1.33036 5.65666
H 0.02252 4.87688 -1.02972
H 3.84025 1.18011 -3.44004
H 1.09621 -2.24665 3.67741
H -2.62441 -0.30917 7.01916
C -1.53816 1.38063 3.68533
C -4.52678 -2.61135 -2.10803
H -5.16751 0.12021 -3.04967
H 1.63830 3.56570 2.09904
H 3.53597 -3.87910 1.20942
P 1.85578 -0.57052 1.29499
H 0.01497 -1.89187 -4.09297
N 0.09078 -0.31669 3.38850
H 2.43645 1.49330 -4.48170
C 0.80668 -1.27831 -4.51813
H -1.42215 0.32985 -3.58018
C 1.33824 4.18021 1.25196
C 3.08247 0.71738 -4.07181
C -1.29636 -0.42941 5.35888
O -1.27026 -1.12086 -1.67944
H 3.54993 -2.48366 0.13591
H 0.88939 -2.83184 -0.08310
N -3.20674 -2.29473 -1.62356
C -2.56566 1.92247 4.47419
*
```

Molar mass? In order: 866.46, 762.79 g/mol.